DFT (wB97M-V/def2-TZVPD) results for a molecular structure, C23H41ClP2Sc at a distorted geometry.

As for the relative energy (zero: lowest compared OMol25 entry of this formula, charge and spin): 5.74 kcal/mol. As for the lowest unoccupied orbital energy: -2.73 eV. The spin multiplicity is 1. For the frontier orbital gap, the calculation gives 5.39 eV. The HOMO energy comes out at -8.120 eV. As for the net charge: +1. Its total energy is -2804.2505 Ha.

CARTESIAN COORDINATES (ANGSTROEM)
C -1.02759 2.19756 -0.49839
H -4.38867 0.00191 -0.50807
H 2.73313 -1.36280 5.28475
H -0.74931 3.87310 -2.92431
C 1.04830 0.99383 4.42478
C -1.66438 0.26618 2.93864
C 1.67606 -1.29221 3.42193
H -0.42669 1.87848 -5.58717
H -1.05579 2.30217 -1.61992
H -2.51257 -0.40403 3.12932
H -3.31744 1.28276 -2.52717
Sc 1.82353 -0.34750 1.33662
C -2.90499 0.38965 -2.04789
C 0.80089 -0.16418 3.52572
C -1.42223 0.17627 -2.43977
C 1.40167 0.94020 -2.59310
P -0.25014 1.46775 -3.20399
H 2.57958 -3.60836 1.85495
C 1.56289 -3.62701 2.26679
H -1.96336 0.86118 2.07054
H 2.05684 -2.64593 -2.51421
H -2.78902 -0.49446 -0.09727
H 0.14438 1.58853 4.55386
H -3.44303 -0.46621 -2.48652
C -1.26272 -2.48929 1.45124
H -1.87017 1.02300 -4.96451
C -2.39088 2.57797 0.00865
H 3.30691 -0.00691 0.04376
C 1.08202 -2.24296 2.51748
H -1.18259 0.36724 0.63280
H 3.69747 -0.23220 -1.58577
C -3.30401 1.61284 0.24092
C -3.34017 0.34103 -0.55745
H 3.33919 -2.47985 4.03947
P 1.33960 -0.55374 -1.53573
C -0.53175 0.76969 -0.12947
H 1.90299 1.73497 -2.02030
C 1.49552 -1.77769 -2.88738
H 1.82621 1.65195 4.01280
H 1.01647 3.53042 -3.07161
Cl 2.66105 1.81552 1.31775
H -1.15256 -3.55528 1.67158
H -1.40282 -0.63458 -3.18410
H -0.03585 3.44976 -4.50227
H 3.36014 -1.73443 -0.62718
C -0.18040 -1.70890 2.09958
C -0.57409 -0.29213 -1.25068
H -0.87661 -1.30647 -0.92204
H -0.25053 2.91699 -0.16813
C -0.37103 -0.44514 2.76080
C 3.04626 -0.68887 -0.81854
H -2.26003 -2.18831 1.79466
H 0.49902 0.96363 0.32635
H -4.08370 1.68156 1.00943
H -2.57316 3.64929 0.14289
H 0.91860 -4.16765 1.56375
H 3.68538 -0.73742 3.91768
H 2.06880 -1.30864 -3.70654
C 2.92466 -1.47870 4.20547
H 0.51864 -2.08256 -3.28555
H 1.60654 -4.21398 3.19799
C -0.77318 1.08420 -4.91683
H 1.36485 0.67145 5.42678
H -1.24754 -2.41950 0.35646
H -1.60573 0.97751 3.76857
H -0.34933 0.13121 -5.24471
H 2.03524 0.72300 -3.46468
C 0.01123 3.26509 -3.42353

These are the Mulliken partial charges, in e, on atoms 1 to 8:
1 C 0.209
2 H 0.580
3 H 0.347
4 H 0.394
5 C -1.401
6 C -1.951
7 C 0.778
8 H 0.561